i:
12
Properties=species:S:1:pos:R:3 method="wB97M-V/def2-TZVPD" homo_energy_ev=-9.27 orbital_gap_ev=9.90 smiles=CC1(I)CC1 total_charge=0
C 1.22060 -0.31730 -0.84588
C 0.08391 0.69546 -0.33105
I 0.19719 2.49914 -1.48562
C -1.25640 0.09430 -0.16943
C -0.56158 0.82774 1.05961
H 2.23560 0.11899 -0.98071
H 0.98889 -0.65114 -1.86545
H 1.13490 -1.30779 -0.30353
H -1.33125 -0.94287 -0.20394
H -2.12959 0.72147 -0.53664
H -0.84630 1.79712 1.32624
H -0.24742 0.21698 1.94453

---

ii:
12
Properties=species:S:1:pos:R:3 method="wB97M-V/def2-TZVPD" homo_energy_ev="-7.90 / -8.40" orbital_gap_ev="7.41 / 8.15" total_charge=0
C 0.46109 2.00658 -0.86936
C -0.31109 1.49731 0.11125
C -1.06282 0.33489 0.01583
C 0.47854 -2.02795 0.42425
I 0.31166 -3.60546 1.69739
H 1.14114 2.80021 -0.66684
H 0.43730 1.60561 -1.86799
H -0.12796 1.63309 1.17328
H -1.73343 0.04814 0.72558
H -1.01612 -0.31636 -0.79303
H 1.47486 -1.67856 0.50524
H -0.05316 -2.29751 -0.45562

---

Which of them is least stable? Easy: ii.

---

i:
9
Properties=species:S:1:pos:R:3 method="wB97M-V/def2-TZVPD" homo_energy_ev=-9.79 orbital_gap_ev=10.76 smiles="C=N.N" total_charge=0
C 1.38437 0.35332 0.80705
N 1.17183 -0.87015 0.49625
H 1.78138 0.58394 1.80864
H 1.18473 1.28980 0.32141
H 0.53349 -1.20712 -0.24457
N -1.52764 -0.03704 -1.07003
H -2.51091 -0.09056 -0.60560
H -1.06526 0.86523 -0.69687
H -0.95199 -0.88741 -0.81630

---

ii:
9
Properties=species:S:1:pos:R:3 method="wB97M-V/def2-TZVPD" homo_energy_ev=-9.22 orbital_gap_ev=10.40 smiles=NCN total_charge=0
N 0.03305 -1.19902 -0.59409
C -0.50188 0.01494 -0.07749
N 0.32329 0.86868 0.83630
H 0.90225 -0.96941 -1.06593
H 0.24181 -1.88253 0.12291
H -0.83017 0.67360 -0.88891
H -1.43973 -0.17084 0.45329
H -0.00661 1.81985 0.72386
H 1.27800 0.84472 0.49006

---

Which of them is least stable? Easy: i.

---

i:
20
Properties=species:S:1:pos:R:3 method="wB97M-V/def2-TZVPD" homo_energy_ev=-9.23 orbital_gap_ev=9.86 smiles=C[C@H](N)CS.O.O total_charge=0
C 1.47362 -2.49561 0.49085
C 0.43235 -1.31728 0.50433
N 0.41223 -0.65527 1.76398
C -0.92231 -1.70934 -0.04758
S -1.97268 -0.15390 0.04312
H 1.82640 -3.03024 -0.39032
H 2.41119 -2.04725 0.83070
H 1.14984 -3.24414 1.22377
H 0.87417 -0.66525 -0.25486
H 1.21842 -0.15001 2.08631
H -0.01329 -1.20967 2.49805
H -1.46744 -2.41449 0.57615
H -0.86245 -1.94248 -1.09873
H -2.82045 -0.71642 -0.88133
O 0.18554 1.64950 -1.95367
H -0.61978 1.95411 -2.33938
H -0.07666 1.07992 -1.23131
O 1.93152 4.07878 -0.42609
H 1.52506 3.70783 -1.21430
H 2.55899 3.40613 -0.14483

---

ii:
20
Properties=species:S:1:pos:R:3 method="wB97M-V/def2-TZVPD" homo_energy_ev=-9.21 orbital_gap_ev=9.74 smiles=CNCCS.O.O total_charge=0
C 0.47963 1.02914 -1.34342
N -0.72231 0.14818 -0.90445
C -0.42043 -0.84027 0.19336
C -1.58489 -1.75780 0.38536
S -1.33150 -3.53204 1.19257
H 0.99390 0.77131 -2.25420
H 0.17330 2.03897 -1.18550
H 1.14125 0.73822 -0.56638
H -0.96414 -0.42684 -1.85238
H -0.16098 -0.24314 1.12077
H 0.40624 -1.33427 -0.33695
H -2.29658 -2.18871 -0.51013
H -2.29968 -1.20071 0.92494
H -0.74438 -3.19296 2.30066
O 4.82644 2.00582 0.06541
H 4.88390 1.05252 0.25797
H 4.48242 1.97303 -0.84443
O -2.26831 1.41517 1.42646
H -1.67224 1.29621 0.60116
H -2.92164 2.24816 1.32919

---

iii:
20
Properties=species:S:1:pos:R:3 method="wB97M-V/def2-TZVPD" homo_energy_ev=-8.60 orbital_gap_ev=9.12 smiles=CNCCS.O.O total_charge=0
C 0.31380 1.13274 -1.64985
N -0.39817 0.67629 -0.46999
C -0.22260 -0.71680 -0.14541
C -1.47399 -1.36611 0.40861
S -1.17254 -3.02627 1.04081
H -0.28258 0.90404 -2.55238
H 0.48499 2.20795 -1.63472
H 1.27029 0.60935 -1.72371
H -1.33903 1.02907 -0.41536
H 0.71260 -0.87809 0.38621
H -0.07561 -1.27170 -1.09357
H -2.14107 -1.52122 -0.43385
H -2.04501 -0.74820 1.11457
H -0.28846 -2.68941 1.99043
O 3.78362 0.74012 -0.94541
H 4.17392 -0.05405 -0.55790
H 2.97350 0.92922 -0.46642
O -1.67196 1.52282 2.14943
H -0.71365 1.63643 2.16398
H -1.88806 0.88381 2.83451

---

Which of them is least stable? Easy: ii.

---

i:
20
Properties=species:S:1:pos:R:3 method="wB97M-V/def2-TZVPD" homo_energy_ev=-9.29 orbital_gap_ev=9.97 smiles=NCCCS.O.O total_charge=0
N 0.16201 -0.98977 1.63292
C 0.52464 -1.30490 0.25574
C 0.06572 -0.27417 -0.76915
C 0.11594 -0.69976 -2.20434
S -0.78030 0.48147 -3.30332
H 0.15458 -1.85033 2.24175
H -0.75974 -0.51932 1.68980
H 1.57669 -1.38422 0.09263
H 0.09026 -2.34242 0.02940
H -0.99834 -0.08859 -0.50440
H 0.69152 0.70539 -0.69407
H -0.43505 -1.67085 -2.49671
H 1.13434 -0.84423 -2.59423
H 0.23405 1.41312 -3.51460
O -1.81690 1.39106 1.57146
H -0.75087 1.51462 1.59748
H -2.08377 2.08597 1.01506
O 0.82824 1.72835 2.21481
H 0.78253 0.70736 2.26077
H 1.26444 1.94120 1.47901

---

ii:
20
Properties=species:S:1:pos:R:3 method="wB97M-V/def2-TZVPD" homo_energy_ev=-9.66 orbital_gap_ev=10.21 smiles=NCCCS.O.O total_charge=0
N -0.61592 2.51708 2.36277
C -0.64708 1.10295 1.62568
C -2.12509 0.84643 0.99418
C -2.02951 1.13243 -0.46206
S -1.06818 -0.17716 -1.65823
H 0.28531 2.88880 1.95529
H -1.25698 3.05071 1.87719
H -0.32691 0.41375 2.39871
H 0.23722 1.19045 1.03683
H -2.77678 1.17448 1.90256
H -2.35228 -0.19258 1.02369
H -2.93641 1.53921 -0.96135
H -1.23438 1.92236 -0.66058
H -2.23359 -0.83243 -1.70163
O 1.56263 -2.38006 -1.82989
H 0.64979 -2.74072 -2.02736
H 1.45257 -1.41149 -1.86410
O 4.71847 -2.09075 0.89024
H 5.16711 -2.84464 1.28402
H 5.28900 -1.66736 0.29930

---

Which of them is least stable? Easy: ii.

---

i:
10
Properties=species:S:1:pos:R:3 method="wB97M-V/def2-TZVPD" homo_energy_ev=-13.49 orbital_gap_ev=9.76 smiles="[NH2+]=C=NN1C=C1" total_charge=+1
N 0.57975 -2.32067 0.10759
C 0.44731 -1.04366 0.02185
N 0.32679 0.12376 0.06702
N 0.18630 1.28935 -0.54171
C -0.09851 2.64696 0.06507
C -1.09167 2.11032 -0.53762
H 1.33469 -2.94792 -0.07296
H -0.18006 -2.94296 0.35559
H 0.50211 3.44613 0.53899
H -2.09548 1.93647 -0.74118

---

ii:
10
Properties=species:S:1:pos:R:3 method="wB97M-V/def2-TZVPD" homo_energy_ev="-16.50 / -16.47" orbital_gap_ev="7.51 / 7.81" total_charge=+1
C 0.48501 -1.82493 1.52465
C 0.01084 0.06786 0.08445
C -0.46899 0.93325 -0.95630
N -0.90849 -0.56161 0.85350
N -0.70731 -1.57988 1.61305
N 1.16069 -0.29892 0.43538
H 0.30342 1.52610 -1.31131
H -1.39926 1.39102 -0.66197
H -0.66942 0.33831 -1.76389
H 2.19351 0.00880 0.18244

---

iii:
10
Properties=species:S:1:pos:R:3 method="wB97M-V/def2-TZVPD" homo_energy_ev=-14.55 orbital_gap_ev=9.09 total_charge=+1
C 1.70469 0.34095 -0.08481
N 0.50880 0.54469 -0.02986
N -0.49577 1.15319 0.05884
C -1.62672 0.60669 0.02419
C -1.45887 -0.71211 -0.10757
N -0.60135 -1.47471 0.02877
H 2.33691 0.59253 -0.86689
H 2.31000 0.22518 0.77916
H -2.56880 1.09451 0.28607
H -0.10889 -2.37091 -0.08791

---

iv:
10
Properties=species:S:1:pos:R:3 method="wB97M-V/def2-TZVPD" homo_energy_ev=-15.86 orbital_gap_ev=10.07 total_charge=+1
C -1.45575 0.11475 0.23343
C 1.01836 -1.33089 0.13072
C 0.66170 0.97994 -0.20479
N -0.54989 1.11842 0.07370
N -0.99858 -1.01398 -0.12612
N 1.47623 -0.17539 0.12312
H -2.42919 0.48724 0.53174
H 1.25135 1.82586 -0.67043
H -1.48301 -1.85017 -0.43507
H 2.50877 -0.15578 0.34369

---

Which of them is least stable? Easy: ii.

---

i:
10
Properties=species:S:1:pos:R:3 method="wB97M-V/def2-TZVPD" homo_energy_ev="-14.84 / -14.84" orbital_gap_ev="8.37 / 8.37" total_charge=+1
C -2.83930 0.98728 -0.10783
C -2.55459 -1.30856 0.24469
C 0.69909 0.65084 0.20934
N -2.96873 -0.21409 0.18161
N -1.61032 1.15619 -0.34224
N -0.54786 0.63988 -0.50369
H -2.76326 -2.30889 0.39190
H 1.12660 1.57290 -0.03072
H 0.49549 0.73338 1.20302
H 1.20196 -0.17381 -0.26373

---

ii:
10
Properties=species:S:1:pos:R:3 method="wB97M-V/def2-TZVPD" homo_energy_ev="-15.57 / -15.59" orbital_gap_ev="7.40 / 7.56" total_charge=+1
C -0.01309 1.11609 0.88992
C -0.68229 2.10802 1.63876
C 0.10270 -0.91371 -0.47324
N -1.87729 1.70637 1.46732
N -1.85907 0.23597 0.36734
N -0.62062 0.14597 0.21529
H -0.17703 2.92776 1.98178
H -0.44764 -1.29370 -1.31407
H 0.06475 -1.62397 0.24168
H 1.20525 -0.76693 -0.73744

---

Which of them is least stable? Easy: ii.